# C75H163N9O27

A 13-piece molecular cluster, C75H163N9O27 overall at a distorted geometry (ωB97M-V/def2-TZVPD, the OMol25 dataset).

Its spin multiplicity is 2. The net charge is +1. Its HOMO energy (spin up / spin down) is -9.1 / -9.1 eV. The expectation value of S² is 0.754.

XYZ file:
```
274
Properties=species:S:1:pos:R:3:mulliken_spin:R:1
C -2.819 3.946 3.320 0.0000
C -2.835 2.554 3.875 0.0000
O -1.487 2.224 4.001 0.0000
C -0.725 3.198 3.628 0.0000
O 0.509 3.194 3.623 0.0001
O -1.418 4.258 3.419 0.0000
H -3.231 4.658 4.035 0.0000
H -3.220 4.077 2.315 0.0000
H -3.329 1.858 3.197 0.0000
H -3.375 2.492 4.820 0.0000
C 3.999 -4.025 1.444 0.0000
C 5.066 -3.274 2.208 0.0001
O 4.833 -3.484 3.560 0.0000
C 3.985 -4.534 3.641 0.0000
O 3.638 -5.040 4.700 0.0000
O 3.619 -4.872 2.414 0.0000
H 4.328 -4.531 0.536 0.0000
H 3.188 -3.366 1.136 0.0000
H 4.997 -2.205 2.005 0.0000
H 6.028 -3.706 1.932 0.0000
C -1.224 -0.674 -5.920 0.0000
C -1.964 0.040 -4.785 0.0000
O -3.193 -0.605 -4.754 0.0000
C -3.409 -1.262 -5.956 0.0000
O -4.466 -1.837 -6.276 0.0000
O -2.262 -1.310 -6.617 0.0000
H -0.516 -1.360 -5.455 0.0000
H -0.677 0.056 -6.517 0.0000
H -2.183 1.099 -4.918 0.0000
H -1.585 -0.097 -3.772 0.0000
C -1.513 -0.928 6.662 0.0000
C -1.876 -1.115 5.203 0.0000
O -3.257 -0.827 5.319 0.0000
C -3.418 0.010 6.297 0.0000
O -4.452 0.664 6.376 0.0000
O -2.370 0.018 7.078 0.0000
H -0.536 -0.466 6.801 0.0000
H -1.582 -1.824 7.279 0.0000
H -1.626 -2.086 4.777 0.0000
H -1.363 -0.381 4.581 0.0000
C 3.080 4.345 -1.724 0.0485
C 4.268 5.356 -1.812 -0.0575
C 3.674 6.787 -1.389 0.0162
C 4.762 7.737 -0.798 -0.0131
C 5.603 7.099 0.261 0.0325
C 6.299 5.838 -0.271 -0.0362
N 5.325 4.896 -0.872 0.7536
O 5.743 3.586 -1.030 0.0577
C 7.428 6.163 -1.305 0.0917
C 6.990 5.198 0.955 0.0243
C 4.791 5.472 -3.244 0.0893
H 3.251 3.390 -2.222 -0.0026
H 2.215 4.723 -2.269 -0.0012
H 2.674 4.154 -0.731 -0.0066
H 3.232 7.321 -2.231 -0.0011
H 2.852 6.546 -0.715 -0.0037
H 4.181 8.529 -0.326 0.0010
H 5.311 8.142 -1.649 0.0011
H 4.980 6.822 1.112 -0.0165
H 6.375 7.764 0.646 -0.0012
H 7.597 5.333 -1.991 -0.0024
H 7.369 7.108 -1.845 0.0012
H 8.385 6.257 -0.791 -0.0002
H 7.809 5.807 1.337 -0.0017
H 6.366 4.824 1.767 -0.0014
H 7.578 4.290 0.817 0.0004
H 5.321 4.585 -3.591 -0.0075
H 5.420 6.359 -3.322 -0.0025
H 4.021 5.624 -4.001 0.0017
H 5.420 3.205 -0.210 0.0332
C 0.155 2.514 -0.088 0.0015
C -0.076 0.934 -0.160 -0.0004
C 0.567 0.415 1.218 0.0001
C 0.275 -1.030 1.498 -0.0001
C -1.229 -1.253 1.516 0.0003
C -1.886 -0.919 0.142 -0.0003
N -1.546 0.529 -0.191 -0.0001
O -2.155 0.985 -1.362 0.0000
C -1.567 -1.875 -1.056 0.0000
C -3.424 -0.996 0.348 0.0003
C 0.749 0.471 -1.440 0.0003
H -0.090 2.943 -1.059 -0.0005
H 1.213 2.670 0.121 -0.0001
H -0.413 2.901 0.758 0.0000
H 1.634 0.609 1.111 0.0000
H 0.113 0.935 2.062 -0.0001
H 0.742 -1.276 2.452 0.0000
H 0.855 -1.561 0.744 0.0001
H -1.589 -0.698 2.383 -0.0001
H -1.394 -2.301 1.764 0.0000
H -0.486 -1.906 -1.190 0.0000
H -1.830 -2.901 -0.799 0.0000
H -1.876 -1.525 -2.041 0.0000
H -3.786 -1.954 0.720 0.0001
H -3.524 -0.254 1.141 -0.0001
H -4.078 -0.731 -0.484 0.0000
H 1.808 0.664 -1.272 0.0002
H 0.366 0.952 -2.339 0.0000
H 0.807 -0.594 -1.664 -0.0001
H -2.750 1.705 -1.140 0.0000
C -5.076 -3.129 3.721 0.0002
C -4.872 -4.186 4.849 0.0001
C -3.412 -4.771 4.761 0.0000
C -2.823 -5.493 5.998 0.0000
C -3.185 -4.693 7.319 0.0000
C -4.612 -4.259 7.491 0.0000
N -4.972 -3.496 6.184 0.0000
O -6.082 -2.736 6.298 0.0000
C -5.530 -5.455 7.803 0.0000
C -4.667 -3.223 8.731 0.0000
C -5.890 -5.299 4.694 0.0000
H -4.161 -2.652 3.371 -0.0003
H -5.835 -2.361 3.869 0.0000
H -5.479 -3.622 2.836 0.0000
H -3.529 -5.468 3.930 0.0000
H -2.666 -4.065 4.395 0.0000
H -1.738 -5.533 5.907 0.0000
H -3.174 -6.519 6.109 0.0000
H -2.574 -3.796 7.426 0.0000
H -2.849 -5.327 8.139 0.0000
H -6.516 -5.456 7.338 0.0000
H -5.161 -6.410 7.430 0.0000
H -5.703 -5.599 8.870 0.0000
H -5.651 -2.772 8.863 0.0000
H -4.478 -3.824 9.620 0.0000
H -3.897 -2.462 8.601 0.0000
H -6.799 -5.016 5.223 0.0000
H -5.587 -6.246 5.141 0.0000
H -5.997 -5.482 3.624 0.0000
H -5.836 -1.810 6.245 0.0000
C -4.302 2.851 -5.387 0.0000
O -5.201 3.016 -4.262 0.0000
C -5.073 2.125 -3.219 0.0000
C -5.203 2.869 -1.924 0.0000
N -3.988 3.574 -1.729 0.0000
C -4.142 4.448 -0.553 0.0000
C -2.775 5.105 -0.307 -0.0001
O -3.228 5.979 0.782 0.0000
C -2.196 6.937 1.134 0.0000
H -3.286 3.128 -5.105 0.0000
H -4.565 3.560 -6.172 0.0000
H -4.204 1.859 -5.829 0.0000
H -4.228 1.446 -3.331 0.0000
H -5.916 1.441 -3.322 0.0000
H -5.366 2.095 -1.175 0.0000
H -6.082 3.514 -1.960 0.0000
H -3.954 4.108 -2.585 0.0000
H -4.263 3.802 0.317 0.0000
H -4.898 5.216 -0.717 0.0000
H -2.400 5.764 -1.089 0.0000
H -1.966 4.470 0.054 0.0001
H -1.945 7.555 0.273 0.0000
H -1.302 6.486 1.565 0.0000
H -2.587 7.610 1.897 0.0000
C -9.237 -3.847 3.272 0.0000
O -9.319 -3.371 1.975 0.0000
C -8.790 -2.058 1.800 0.0000
C -9.558 -1.485 0.562 0.0000
N -9.153 -0.106 0.125 0.0000
C -7.689 0.090 0.059 0.0000
C -6.999 -0.840 -0.940 0.0000
O -7.782 -0.934 -2.148 0.0000
C -6.953 -1.612 -3.155 0.0000
H -9.786 -3.244 3.995 0.0000
H -8.187 -3.961 3.542 0.0000
H -9.712 -4.827 3.221 0.0000
H -7.710 -2.173 1.713 0.0000
H -8.921 -1.467 2.706 0.0000
H -10.625 -1.309 0.699 0.0000
H -9.432 -2.275 -0.178 0.0000
H -9.395 0.035 -0.845 0.0000
H -7.184 -0.033 1.017 0.0000
H -7.508 1.116 -0.262 0.0000
H -6.758 -1.830 -0.555 0.0000
H -6.015 -0.401 -1.106 -0.0001
H -7.483 -1.779 -4.093 0.0000
H -6.684 -2.612 -2.813 0.0000
H -5.979 -1.165 -3.351 0.0000
C 0.563 -4.422 -4.852 0.0000
O 1.694 -3.670 -4.338 0.0000
C 1.455 -3.091 -3.066 0.0001
C 2.647 -2.632 -2.261 0.0001
N 3.211 -1.405 -2.794 0.0000
C 4.366 -0.912 -2.034 0.0011
C 5.033 0.209 -2.764 -0.0015
O 5.686 -0.124 -3.932 0.0002
C 5.975 1.045 -4.681 0.0008
H 0.360 -5.311 -4.255 0.0000
H 0.807 -4.775 -5.854 0.0000
H -0.351 -3.830 -4.795 0.0000
H 0.816 -3.641 -2.375 0.0000
H 0.887 -2.199 -3.330 0.0000
H 3.472 -3.340 -2.177 0.0000
H 2.314 -2.264 -1.290 -0.0001
H 3.658 -1.607 -3.677 0.0000
H 5.106 -1.692 -1.857 0.0001
H 4.036 -0.525 -1.070 0.0000
H 5.788 0.669 -2.126 -0.0007
H 4.290 1.006 -2.789 -0.0004
H 6.182 0.791 -5.720 0.0000
H 6.919 1.410 -4.277 0.0000
H 5.201 1.810 -4.615 -0.0005
C 7.684 -1.687 0.166 0.0000
O 6.451 -1.107 0.344 0.0003
C 6.600 0.261 0.711 -0.0006
C 5.311 0.815 1.404 -0.0007
N 5.202 2.214 1.752 0.0024
C 3.898 2.615 2.228 -0.0049
C 3.859 4.097 2.605 -0.0191
O 4.627 4.353 3.750 0.0020
C 4.552 5.654 4.328 0.0001
H 8.107 -1.982 1.126 0.0000
H 8.317 -1.030 -0.430 0.0000
H 7.557 -2.637 -0.354 0.0000
H 6.795 0.798 -0.218 0.0004
H 7.449 0.418 1.377 0.0001
H 5.060 0.291 2.327 0.0004
H 4.468 0.655 0.732 0.0009
H 5.788 2.458 2.538 -0.0002
H 3.680 2.091 3.158 -0.0001
H 3.166 2.332 1.471 0.0021
H 2.786 4.223 2.750 0.0034
H 4.165 4.808 1.838 0.0160
H 3.839 5.601 5.150 0.0002
H 4.253 6.422 3.615 -0.0001
H 5.503 5.903 4.798 0.0000
C 4.921 2.935 -9.386 0.0000
O 5.039 2.674 -7.961 0.0001
C 4.765 3.813 -7.098 0.0000
C 3.410 4.455 -7.324 0.0003
N 2.272 3.626 -6.972 -0.0001
C 2.075 3.499 -5.511 0.0002
C 1.007 2.519 -5.099 0.0001
O 1.198 1.163 -5.676 -0.0001
C 2.496 0.512 -5.599 0.0000
H 5.435 3.732 -9.923 0.0000
H 3.845 3.059 -9.515 0.0000
H 5.249 2.055 -9.939 0.0000
H 5.358 4.692 -7.351 -0.0001
H 5.039 3.571 -6.071 0.0001
H 3.257 4.953 -8.282 0.0000
H 3.263 5.353 -6.725 -0.0002
H 2.502 2.702 -7.308 0.0000
H 1.719 4.478 -5.190 -0.0002
H 2.974 3.263 -4.942 -0.0002
H -0.040 2.651 -5.372 0.0001
H 0.912 2.447 -4.016 0.0002
H 2.689 0.478 -4.527 0.0000
H 3.317 1.007 -6.117 0.0000
H 2.484 -0.477 -6.056 0.0000
C 0.250 -5.240 3.021 0.0000
O -0.489 -4.545 1.992 0.0000
C -1.274 -5.388 1.134 0.0000
C -0.496 -5.785 -0.218 0.0000
N 0.589 -6.733 -0.060 0.0000
C 1.647 -6.741 -1.065 0.0000
C 2.696 -7.777 -0.747 0.0000
O 3.520 -7.343 0.280 0.0000
C 4.618 -8.181 0.478 0.0000
H 0.945 -5.959 2.586 0.0000
H -0.369 -5.787 3.731 0.0000
H 0.760 -4.479 3.613 0.0000
H -2.151 -4.831 0.802 0.0000
H -1.695 -6.232 1.679 0.0000
H -0.043 -4.912 -0.687 0.0000
H -1.322 -6.109 -0.851 0.0000
H 1.001 -6.680 0.860 0.0000
H 2.067 -5.735 -1.063 0.0000
H 1.302 -6.884 -2.089 0.0000
H 3.279 -7.913 -1.657 0.0000
H 2.292 -8.713 -0.361 0.0000
H 5.149 -7.946 1.401 0.0000
H 5.339 -8.015 -0.323 0.0000
H 4.454 -9.256 0.417 0.0000
```